[1]
Here is 4 unconnected molecules or ions with the total composition C25H37F2N4O13S at a distorted geometry from the OMol25 dataset. Energies are from the ωB97M-V functional and the def2-TZVPD basis.

Geometry as XYZ:
```
82
Properties=species:S:1:pos:R:3
C -1.247 -2.711 3.583
O -0.414 -3.802 3.163
C 0.523 -3.520 2.234
O 1.239 -4.401 1.824
C 0.663 -2.112 1.680
C 0.088 -1.844 0.437
C -0.646 -2.948 -0.289
C -2.015 -3.329 0.318
C -2.722 -4.285 -0.645
O -3.235 -5.315 -0.274
O -2.749 -3.968 -1.984
C 0.238 -0.592 -0.060
C -0.369 -0.266 -1.400
C -1.707 0.563 -1.299
N -1.643 1.795 -2.076
N -2.000 0.817 0.118
N -2.790 -0.279 -1.880
N 0.947 0.340 0.635
S 1.072 1.916 -0.077
C 1.519 0.071 1.822
C 2.315 1.176 2.466
C 3.694 1.299 1.753
F 4.653 1.588 2.673
C 1.374 -1.177 2.381
C 2.041 -1.437 3.717
C 3.566 -1.584 3.551
F 1.481 -2.469 4.422
H -0.689 -1.918 4.074
H -1.849 -2.286 2.779
H -1.935 -3.112 4.322
H -0.027 -3.846 -0.229
H -0.790 -2.759 -1.345
H -2.678 -2.465 0.435
H -1.934 -3.883 1.246
H -2.856 -3.005 -2.048
H 0.349 0.222 -2.060
H -0.642 -1.175 -1.914
H -2.103 2.568 -1.611
H -0.704 2.037 -2.351
H -2.548 0.044 0.490
H -2.646 1.603 0.154
H -3.637 0.009 -1.397
H -2.941 0.007 -2.842
H 1.911 1.760 -1.130
H 2.553 0.971 3.505
H 1.781 2.123 2.451
H 3.925 0.350 1.258
H 3.660 2.037 0.953
H 1.883 -0.539 4.317
H 3.836 -1.239 2.565
H 4.089 -0.958 4.272
H 3.856 -2.620 3.695
C -5.203 4.702 -3.525
C -4.639 3.406 -2.987
O -4.026 3.822 -1.760
C -4.641 4.976 -1.360
O -4.478 5.486 -0.303
O -5.450 5.453 -2.332
H -6.120 4.562 -4.091
H -4.486 5.247 -4.142
H -5.417 2.674 -2.762
H -3.907 2.953 -3.652
C -1.397 5.867 -2.941
C -0.529 7.099 -3.067
O 0.755 6.607 -2.657
C 0.769 5.274 -2.854
O 1.724 4.572 -2.764
O -0.467 4.809 -3.163
H -2.197 5.839 -3.676
H -1.825 5.746 -1.943
H -0.460 7.460 -4.094
H -0.854 7.916 -2.427
C 4.398 -5.906 1.459
C 5.175 -5.662 0.186
O 5.313 -4.235 0.178
C 5.206 -3.804 1.454
O 5.435 -2.693 1.816
O 4.796 -4.797 2.275
H 4.651 -6.848 1.937
H 3.318 -5.862 1.308
H 6.169 -6.112 0.206
H 4.650 -6.005 -0.702
```

Gap between HOMO and LUMO (eV): 8.4
HOMO level (eV): -12.58
Total charge: +1
Relative energy (zero: lowest compared OMol25 entry of this formula, charge and spin) (eV): 0.4856

[2]
Here is a single C4H5ClFNS molecule at a distorted geometry from the OMol25 dataset. Energies are from the ωB97M-V functional and the def2-TZVPD basis.

Geometry as XYZ:
```
13
Properties=species:S:1:pos:R:3
C 1.655 0.696 0.906
C 2.104 0.252 -0.261
C -1.545 1.392 -0.633
C -1.459 -1.068 0.035
N -1.151 0.321 0.110
F -2.464 0.973 -1.588
S -0.044 1.019 1.303
Cl 3.803 -0.205 -0.529
H 2.269 0.979 1.726
H 1.553 -0.001 -1.112
H -0.488 -1.639 0.200
H -2.322 -1.339 0.738
H -1.912 -1.381 -0.894
```

Gap between HOMO and LUMO (eV): 9.5
HOMO level (eV): -8.90
Relative energy (zero: lowest compared OMol25 entry of this formula, charge and spin) (eV): 2.6696

[3]
Here is a molecular structure, C22H20IrN2OS2 from the OMol25 dataset. Energies are from the ωB97M-V functional and the def2-TZVPD basis.

Geometry as XYZ:
```
48
Properties=species:S:1:pos:R:3
Ir 1.380 0.824 -0.523
O 3.364 0.651 -0.489
N 3.991 0.711 0.699
C 5.342 0.744 0.703
C 6.010 0.791 1.894
C 5.282 0.817 3.090
C 3.908 0.777 3.048
C 3.263 0.709 1.815
S 1.529 0.581 1.659
H 5.808 0.728 -0.271
H 7.089 0.810 1.891
H 5.795 0.869 4.040
H 3.303 0.797 3.945
C -3.421 -4.068 -1.846
C -2.671 -3.564 -0.593
C -1.261 -4.144 -0.591
C -3.426 -4.070 0.654
C -2.698 -2.053 -0.608
C -3.979 -1.382 -0.568
C -4.115 -0.011 -0.575
C -2.958 0.747 -0.634
S -2.793 2.460 -0.673
C -1.087 2.278 -0.690
N -0.656 0.993 -0.697
C -1.673 0.114 -0.667
C -1.565 -1.292 -0.662
C -0.103 3.279 -0.648
C -0.351 4.667 -0.623
C 0.710 5.530 -0.586
C 2.024 5.031 -0.622
C 2.292 3.666 -0.650
C 1.238 2.770 -0.632
H -3.400 -5.157 -1.858
H -2.945 -3.702 -2.757
H -4.465 -3.754 -1.855
H -1.323 -5.231 -0.586
H -0.701 -3.844 0.298
H -0.700 -3.854 -1.483
H -3.402 -5.159 0.667
H -4.471 -3.760 0.661
H -2.956 -3.703 1.568
H -4.879 -1.980 -0.539
H -5.094 0.448 -0.533
H -0.586 -1.748 -0.702
H -1.369 5.036 -0.639
H 0.547 6.598 -0.535
H 2.855 5.725 -0.616
H 3.318 3.327 -0.684
```

Gap between HOMO and LUMO (spin up / spin down) (eV): 6.9 / 4.7
Expectation value of S²: 0.80
2S+1: 2
HOMO level (spin up / spin down) (eV): -14.57 / -14.53
Total charge: +2
Relative energy (zero: lowest compared OMol25 entry of this formula, charge and spin) (eV): 0.0000

[4]
Here is 2 unconnected molecules or ions with the total composition C6H13N4 at a distorted geometry from the OMol25 dataset. Energies are from the ωB97M-V functional and the def2-TZVPD basis.

Geometry as XYZ:
```
23
Properties=species:S:1:pos:R:3
C 0.730 1.158 2.385
C 1.209 0.247 -1.141
C 0.674 -1.329 0.566
C -0.210 0.201 -1.744
C -0.837 -1.297 0.242
C 1.040 1.156 1.042
N 0.471 1.045 3.495
N 1.206 0.002 0.316
N -1.587 1.537 0.835
N -0.750 -1.154 -1.270
H 1.950 -0.550 -1.401
H 1.535 1.275 -1.513
H 0.955 -1.524 1.643
H 1.280 -2.104 -0.032
H -0.969 0.957 -1.345
H -0.316 0.008 -2.830
H -1.188 -2.199 0.552
H -1.236 -0.504 0.871
H 1.411 2.088 0.800
H -1.974 2.068 0.062
H -1.747 2.050 1.703
H -1.659 -1.200 -1.686
H 0.012 -1.935 -1.552
```

Gap between HOMO and LUMO (spin up / spin down) (eV): 10.1 / 6.8
HOMO level (spin up / spin down) (eV): -14.08 / -11.21
Total charge: +1
Relative energy (zero: lowest compared OMol25 entry of this formula, charge and spin) (eV): 5.6926

[5]
Here is a molecular structure, CH2N2O2 at a distorted geometry from the OMol25 dataset. Energies are from the ωB97M-V functional and the def2-TZVPD basis.

Geometry as XYZ:
```
7
Properties=species:S:1:pos:R:3
C 0.934 0.108 0.191
N 0.142 1.196 -0.085
N -0.255 0.274 0.914
O 1.845 -0.479 -0.161
O -1.309 -0.797 -0.068
H -0.371 1.345 -0.932
H -0.986 -1.648 0.141
```

Gap between HOMO and LUMO (spin up / spin down) (eV): 9.7 / 9.6
HOMO level (spin up / spin down) (eV): -10.37 / -10.37
Relative energy (zero: lowest compared OMol25 entry of this formula, charge and spin) (eV): 5.8841

[6]
Here is a single C6H11N molecule at a distorted geometry from the OMol25 dataset. Energies are from the ωB97M-V functional and the def2-TZVPD basis.

Geometry as XYZ:
```
18
Properties=species:S:1:pos:R:3
C -1.978 0.666 -1.116
C -1.329 0.416 0.018
C -0.406 -0.763 0.249
C -1.093 -1.925 0.347
C 1.069 -0.807 -0.107
C 1.582 0.671 -0.069
N 1.421 1.278 1.250
H -2.362 1.611 -1.492
H -1.875 -0.049 -1.940
H -1.570 0.856 0.979
H -0.506 -2.845 0.184
H -2.022 -1.918 0.900
H 1.639 -1.426 0.601
H 1.267 -1.225 -1.115
H 2.654 0.669 -0.320
H 1.132 1.169 -0.964
H 0.440 1.476 1.398
H 1.938 2.148 1.196
```

Gap between HOMO and LUMO (eV): 10.2
SMILES: C=CC(=C)CCN
HOMO level (eV): -9.08
Relative energy (zero: lowest compared OMol25 entry of this formula, charge and spin) (eV): 2.6793

| no. | energy (eV) |
| --- | --- |
| 1 | -75366.8697 |
| 2 | -31790.7719 |
| 3 | -52659.5889 |
| 4 | -12381.2157 |
| 5 | -8139.4865 |
| 6 | -7887.8520 |